[1]
The following is a quantum chemistry calculation of the molecule C5H6O, from OMol25.

For the orbital gap, the calculation gives 10.83 eV. As for the SMILES: C#C[C@@H](C)C=O. As for the charge: 0.

Structure (XYZ):
```
12
Properties=species:S:1:pos:R:3:forces:R:3:lowdin_charge:R:1
C -0.14152 1.46405 0.26615 0.103 0.051 -0.656 -0.065
C -0.09653 -0.04965 0.49044 0.237 -0.265 -0.329 -0.353
C -1.30513 -0.69385 -0.13362 -1.044 0.051 0.115 -0.259
O -2.17955 -0.07093 -0.67534 0.101 -0.159 -0.003 0.069
C 1.00743 -0.77977 -0.19774 0.569 0.517 0.503 -0.116
C 1.92198 -1.36655 -0.71479 -0.062 0.075 0.011 0.128
H 0.65979 1.93932 0.86528 -0.063 -0.098 -1.031 0.087
H -0.15287 1.58566 -0.86614 0.502 0.489 1.590 0.113
H -1.07032 1.92049 0.64026 0.114 -0.536 -0.149 0.081
H -0.06279 -0.29285 1.56189 -0.040 -0.115 -0.192 0.151
H -1.34573 -1.79079 -0.07564 0.037 -0.195 -0.012 0.128
H 2.76525 -1.86515 -1.16076 -0.455 0.186 0.153 0.035
```
Positions in Å, forces in eV/Å.

---

[2]
The following is a quantum chemistry calculation of a cluster of 2 separate species, C22H27F2OSi in total, from OMol25.

For the orbital gap, the calculation gives 4.46 eV. As for the charge: +1.

Structure (XYZ):
```
53
Properties=species:S:1:pos:R:3:forces:R:3:lowdin_charge:R:1
C -2.19973 -0.12058 2.13438 0.149 0.073 0.536 -0.072
C -2.55201 0.03570 0.69845 0.301 0.971 -1.118 -0.339
C -3.34359 -1.00960 0.00549 -0.351 -0.467 -0.151 -0.056
C -2.16929 1.13201 0.02081 -0.157 -0.714 0.586 -0.189
O -2.45153 1.36269 -1.29302 0.087 0.018 0.023 -0.150
Si -2.07257 2.88035 -1.92144 -0.088 0.909 -0.554 0.431
C -2.54719 2.95351 -3.72619 0.035 -0.486 0.609 -0.153
C -3.01631 4.21383 -1.01357 0.206 -0.552 -0.041 -0.151
C -0.24105 3.22383 -1.77956 -0.385 -0.354 0.154 -0.154
H -2.58723 -1.05443 2.54620 -0.011 0.073 -0.036 0.074
H -1.11663 -0.12300 2.26901 0.081 0.035 0.196 0.061
H -2.61529 0.69806 2.72486 0.096 -0.085 0.151 0.086
H -3.59390 -1.83835 0.66914 -0.014 0.029 0.019 0.075
H -4.27847 -0.59594 -0.37493 -0.012 -0.092 -0.138 0.091
H -2.78817 -1.41724 -0.83956 -0.085 -0.021 -0.209 0.062
H -1.60446 1.90236 0.52871 0.143 0.210 0.117 0.112
H -2.31521 3.93093 -4.14026 0.044 0.114 -0.004 0.040
H -1.99815 2.19591 -4.27591 0.026 -0.106 -0.277 0.028
H -3.61146 2.76839 -3.82997 -0.184 -0.026 -0.177 0.034
H -2.78460 5.19135 -1.42774 0.038 0.119 -0.050 0.039
H -4.08234 4.03488 -1.11132 -0.224 0.058 0.059 0.037
H -2.75366 4.21001 0.03935 -0.057 0.131 0.257 0.028
H -0.00889 4.19966 -2.19701 0.021 0.118 -0.050 0.040
H 0.06841 3.20892 -0.73981 0.224 0.046 0.193 0.023
H 0.31470 2.46735 -2.32397 0.243 -0.110 -0.100 0.026
F 2.32333 -0.90637 -3.94610 -0.706 -0.530 0.436 0.087
C 1.38486 -1.60702 -3.26591 0.169 0.130 0.304 -0.229
C 0.36429 -2.25893 -3.93460 0.229 0.273 -0.481 0.048
C -0.58772 -2.97051 -3.23146 -0.089 -0.120 0.028 -0.029
C -0.53537 -3.03163 -1.85847 -0.025 -0.056 0.458 -0.006
C 0.48487 -2.37536 -1.15041 -0.116 -0.065 -0.415 -0.191
C 0.55055 -2.44303 0.27404 0.264 0.108 -0.110 0.083
C 1.58780 -1.89610 0.99647 0.241 0.027 -0.047 -0.055
C 1.72692 -1.93043 2.36422 0.107 0.086 -0.273 0.075
C 2.80930 -1.30819 3.06056 0.304 0.134 0.372 -0.193
C 3.78773 -0.56719 2.37942 0.300 0.272 -0.474 0.072
C 4.80964 0.05973 3.05210 -0.109 -0.031 -0.244 -0.226
F 5.72798 0.78059 2.36382 -0.680 -0.560 0.564 0.087
C 4.88400 -0.04442 4.43189 0.471 0.365 -0.137 0.046
C 3.94219 -0.77582 5.12919 -0.012 -0.031 0.106 -0.034
C 2.91853 -1.40141 4.45882 -0.423 -0.246 -0.227 0.001
C 1.44367 -1.66879 -1.89529 0.522 0.329 -0.118 0.075
H 0.33207 -2.18686 -5.00598 -0.063 -0.055 -0.317 0.134
H -1.36849 -3.48644 -3.76424 -0.107 -0.036 -0.080 0.124
H -1.26675 -3.60198 -1.31195 -0.207 -0.080 0.093 0.124
H -0.23261 -2.95588 0.80528 -0.346 -0.163 0.073 0.139
H 2.37587 -1.43472 0.43668 0.128 0.193 -0.096 0.086
H 0.98163 -2.45769 2.93207 -0.245 -0.114 0.358 0.136
H 3.75997 -0.46167 1.31195 0.049 0.095 -0.256 0.121
H 5.68481 0.46143 4.93990 0.205 0.104 0.186 0.134
H 4.01147 -0.84924 6.20272 0.019 -0.007 0.080 0.123
H 2.18775 -1.97261 5.00401 -0.183 -0.114 0.142 0.123
H 2.26034 -1.16006 -1.42082 0.176 0.203 0.081 0.121
```
Positions in Å, forces in eV/Å.

---

[3]
The following is a quantum chemistry calculation of a cluster of 2 separate species, C5H9NSe in total, from OMol25.

For the orbital gap (spin up / spin down), the calculation gives 4.27 / 4.28 eV. As for the charge: 0.

Structure (XYZ):
```
16
Properties=species:S:1:pos:R:3:forces:R:3:lowdin_charge:R:1
C 0.58596 -1.13044 0.25851 -0.761 -0.586 0.294 -0.238
C 1.31868 0.41384 -1.43988 0.378 -4.699 1.105 -0.040
C 1.40241 1.22339 0.94149 -2.001 1.437 -1.045 -0.055
C -3.16019 -1.08893 -1.09650 -1.016 0.658 0.814 -0.531
C 1.04179 0.18142 0.01358 -1.015 -0.320 -0.948 -0.280
N 0.10701 -2.19528 0.23889 0.791 0.647 0.255 0.173
Se -2.69779 0.41104 0.19900 0.666 -0.931 -0.801 0.414
H 0.86044 1.21436 -1.82953 -1.849 3.183 -1.174 0.041
H 2.38611 0.50423 -1.68243 -0.093 -0.433 0.136 0.108
H 0.79940 -0.52029 -1.81225 1.225 1.221 -0.952 0.108
H 2.42869 1.40352 0.86596 1.872 0.536 -0.192 0.078
H 1.16313 1.02528 1.93691 -0.569 -0.189 1.585 0.072
H 0.84559 2.14161 0.53514 0.916 -0.931 0.926 0.138
H -2.45076 -1.93853 -0.99093 -0.789 0.356 0.399 -0.011
H -4.30851 -1.31025 -0.89494 2.638 0.121 -0.491 0.047
H -3.00008 -0.67164 -2.09241 -0.393 -0.069 0.088 -0.025
```
Positions in Å, forces in eV/Å.

---

| no. | maximum force (eV Å⁻¹) |
| --- | --- |
| 1 | 1.7 |
| 2 | 1.5 |
| 3 | 4.8 |